No. 1
ORCA calculation (ωB97M-V/def2-TZVPD) on a cluster of 6 separate species, C19H34Br2O15 in total at a distorted geometry.

Structure (XYZ):
```
70
Properties=species:S:1:pos:R:3:forces:R:3:lowdin_charge:R:1
C -1.02703 -8.16261 -0.24930 0.60 -0.27 -0.29 -0.011
C -0.04568 -7.53464 0.75635 0.46 -1.08 -0.37 -0.352
C 0.85036 -6.42662 0.27274 0.32 -0.44 -0.94 -0.141
O 0.83100 -5.43887 1.24544 -1.72 1.15 2.32 0.027
C -0.22782 -5.69602 2.14357 -0.42 0.21 -1.40 -0.451
O -0.71574 -4.93036 2.92432 1.22 -1.22 -0.85 0.172
O -0.70949 -6.94734 1.82614 -0.91 1.35 1.84 0.078
H -1.52967 -7.52483 -0.97641 -0.12 0.78 0.62 0.083
H -1.77336 -8.78299 0.24690 0.12 0.09 0.10 0.087
H -0.47615 -8.79780 -0.94298 0.31 -0.38 0.29 0.083
H 0.65399 -8.27563 1.14300 -0.52 -0.66 0.21 0.149
H 0.36940 -6.11339 -0.65389 0.88 0.68 -0.37 0.134
H 1.89893 -6.72423 0.27753 -0.17 -0.18 -1.13 0.143
C -0.07375 2.23456 -3.72710 -1.57 -1.04 -1.47 -0.004
C -1.66228 1.86494 -3.95414 2.62 3.02 0.00 -0.298
C -2.45525 2.88037 -4.74787 0.46 2.57 1.05 -0.103
O -3.12971 2.19107 -5.78269 -1.23 4.72 0.83 0.135
C -2.71157 1.00948 -5.85748 0.57 -3.67 -1.08 -0.563
O -3.10432 0.26925 -6.73750 1.52 0.09 2.00 0.145
O -1.79256 0.80531 -4.82647 -0.29 -3.52 -0.68 0.089
H 0.14481 2.82578 -2.83783 -0.31 -0.04 -0.10 0.029
H 0.32629 2.69664 -4.62961 -0.18 0.50 0.02 0.073
H 0.47699 1.29419 -3.70518 -0.21 -0.14 0.54 0.072
H -2.02439 1.94911 -2.92949 -0.65 -1.93 -0.01 0.108
H -1.80040 3.67812 -5.09842 0.06 -0.21 -0.89 0.133
H -3.11013 3.44431 -4.08365 -0.80 -0.46 -0.43 0.107
Br 1.91498 1.39944 1.65084 0.36 0.89 -0.22 0.747
C 2.22026 3.09039 0.68112 -1.58 1.02 0.45 -0.682
C 2.64437 2.81215 -0.70466 0.66 -1.75 -0.21 -0.757
Br 2.55630 4.36351 -1.80736 0.24 0.52 -0.14 0.691
H 2.84058 3.82515 1.19438 0.52 -0.72 0.29 0.069
H 1.27172 3.62382 0.61935 -0.41 -0.42 0.29 0.034
H 2.01019 2.06778 -1.18615 -0.15 0.10 0.15 0.034
H 3.63482 2.36181 -0.63910 0.25 0.40 -0.63 0.069
C 3.30509 -4.92600 4.72740 2.41 -0.50 -1.30 -0.088
O 2.46499 -3.94539 5.14372 -3.51 3.67 1.41 -0.003
C 2.40201 -2.73894 4.55146 0.76 2.45 -2.01 -0.430
O 3.21558 -2.35745 3.70373 -1.68 -0.99 1.68 0.089
O 1.32104 -1.85818 4.94761 1.67 -5.26 1.12 -0.046
C 1.21693 -0.62428 4.34336 0.43 1.16 0.02 -0.139
H 4.34925 -4.62161 4.79948 0.24 0.09 0.70 0.096
H 3.27374 -5.03647 3.64346 -0.77 -0.76 -0.07 0.097
H 3.11501 -5.78309 5.37343 -0.04 -0.09 -0.58 0.108
H 2.05032 -0.02647 4.71239 0.33 0.29 -0.91 0.094
H 0.34901 -0.11522 4.76248 -0.29 -0.44 -0.08 0.101
H 1.09555 -0.72729 3.26504 0.34 0.32 0.03 0.032
C 0.51254 -1.94701 0.31916 0.78 -0.43 -0.47 -0.032
O -0.67007 -1.18089 0.46525 -0.11 -0.32 0.62 0.016
C -0.86145 -0.12160 -0.27545 1.59 2.03 -1.32 -0.603
O -0.19110 0.24994 -1.24511 -1.35 -0.80 1.50 0.070
O -1.83224 0.58267 0.31651 -0.90 0.44 -0.26 0.011
C -2.21102 1.87436 -0.19538 1.21 0.64 -0.10 -0.033
H 1.02145 -2.07678 1.27429 -0.59 -0.11 0.28 0.084
H 1.27310 -1.46829 -0.29765 -0.43 0.14 -0.39 0.092
H 0.21062 -2.90826 -0.09669 0.30 0.00 0.08 0.094
H -1.42620 2.28532 -0.83042 0.02 -0.43 -0.41 0.066
H -2.19642 2.61586 0.60342 -0.42 -0.49 0.46 0.094
H -3.16641 1.91067 -0.71882 0.01 -0.53 0.16 0.098
C -0.09788 6.70676 1.77223 0.75 0.41 0.90 -0.033
O -0.93057 5.93841 0.98878 -0.70 -2.50 1.69 0.012
C -1.30723 6.32961 -0.15633 -0.01 1.91 -3.64 -0.591
O -1.09605 7.43576 -0.66694 -0.78 -2.36 0.77 0.109
O -1.90526 5.24383 -0.73744 0.72 0.36 0.70 -0.018
C -2.31736 5.33898 -2.06667 -1.63 0.89 -0.87 -0.064
H 0.91720 6.51009 1.42723 0.17 0.93 -0.21 0.104
H -0.10901 6.26849 2.77017 -0.40 0.23 0.05 0.101
H -0.49211 7.72279 1.75318 0.82 0.18 0.16 0.110
H -1.62086 5.82599 -2.74917 0.29 -0.29 0.21 0.109
H -3.24454 5.91073 -2.10597 0.01 0.54 -0.01 0.102
H -2.69335 4.38110 -2.42611 0.85 -0.31 0.34 0.064
```
Positions in Å, forces in eV/Å.

HOMO level	-10.52	eV
2S+1	1
Kohn-Sham gap	10.9038	eV
energy	-7020.91708	hartree
total charge	0
LUMO energy	0.01394	Eh

---

No. 2
ORCA calculation (ωB97M-V/def2-TZVPD) on the ion C13H21N2 with charge +1 at a distorted geometry.

Structure (XYZ):
```
36
Properties=species:S:1:pos:R:3:forces:R:3:lowdin_charge:R:1
C 1.67294 3.69517 -0.01287 3.66 0.22 -0.76 -0.083
C 2.24710 2.55709 0.58407 0.51 1.37 -1.01 -0.051
C 0.39494 3.65013 -0.38707 -2.00 1.01 -0.60 -0.086
C 1.50021 1.43072 0.76485 -1.10 0.89 -0.96 -0.078
C -0.39094 2.53062 -0.13921 -1.39 0.00 -1.58 -0.027
C 0.15411 1.34867 0.30834 1.22 0.71 1.84 -0.219
C -0.72247 -2.26272 1.58171 1.67 -1.47 2.16 -0.232
C 0.00438 -2.93575 0.40063 -0.69 -1.91 0.91 -0.170
C -0.30109 -0.83287 1.74626 3.31 1.02 -0.85 -0.150
C -0.62562 -2.29429 -0.85431 3.60 -0.62 -1.45 -0.134
C -0.53508 0.06335 0.45454 -3.26 -2.11 -1.80 -0.214
C -0.18676 -0.88849 -1.11765 0.91 2.13 5.31 -0.383
C -2.17403 0.18678 0.34309 3.09 2.78 -0.21 0.001
N -0.64516 -0.15342 -2.18578 -1.47 -3.83 -3.47 0.110
N 1.38926 -0.82518 -1.17917 -0.96 3.58 1.26 0.261
H 2.41052 4.46314 -0.43978 -1.46 -0.80 1.12 0.147
H 3.32685 2.63148 0.64325 -0.04 -0.55 0.78 0.115
H -0.03470 4.49250 -0.94080 0.01 -0.34 0.33 0.126
H 1.93103 0.58910 1.18717 0.91 -1.49 0.99 0.073
H -1.41732 2.61329 -0.55057 0.56 -0.39 0.64 0.126
H -1.83048 -2.36105 1.58951 0.83 -0.35 -0.10 0.127
H -0.23306 -2.76311 2.52071 -1.60 0.60 -1.37 0.151
H 1.12274 -2.96170 0.61987 -1.16 0.73 -0.83 0.128
H -0.20774 -4.07676 0.47452 -0.01 1.91 -0.56 0.147
H -0.78893 -0.38263 2.60000 -0.18 0.35 0.08 0.120
H 0.87274 -0.88558 2.06269 -2.64 0.35 -0.87 0.156
H -0.47022 -2.83623 -1.79881 -0.11 -0.36 0.24 0.136
H -1.62219 -2.22733 -0.66043 -2.93 -0.14 0.21 0.080
H -2.52778 -0.76056 0.35569 -1.48 -2.74 0.43 0.021
H -2.55741 0.65660 -0.55203 0.32 0.04 -0.55 0.069
H -2.59191 0.83117 1.10509 0.16 -0.25 0.68 0.099
H -1.10682 0.68094 -1.99456 -0.73 1.67 0.57 0.049
H -1.28888 -0.77056 -2.84295 1.80 1.83 1.65 0.181
H 1.85838 -1.65435 -1.15077 1.41 -3.20 0.08 0.102
H 1.86953 -0.15574 -0.46622 -1.27 -1.06 -1.19 0.159
H 1.50386 -0.39244 -2.06900 0.53 0.43 -1.09 0.140
```
Positions in Å, forces in eV/Å.

HOMO level	-12.42	eV
2S+1	1
Kohn-Sham gap	9.7412	eV
energy	-617.15254	hartree
total charge	+1
LUMO energy	-0.09830	Eh

---

No. 3
ORCA calculation (ωB97M-V/def2-TZVPD) on a structure of composition C14H14IN4S2SeSiZr at a distorted geometry.

Structure (XYZ):
```
38
Properties=species:S:1:pos:R:3:forces:R:3:lowdin_charge:R:1
Zr 0.12283 1.71948 -1.20995 -1.00 -0.14 0.63 0.754
S -2.05535 0.78239 -1.66419 0.03 0.11 -0.13 0.590
C -1.95028 0.12142 -0.02181 0.13 0.04 -0.14 -0.683
C -2.40072 -1.19086 0.16385 0.03 -0.07 0.08 -0.042
C -2.31317 -1.80116 1.39788 0.05 0.20 -0.10 -0.173
C -2.76483 -3.15024 1.55183 -0.02 -0.08 0.05 -0.165
N -3.10419 -4.24030 1.66383 -0.04 -0.10 -0.01 0.210
C -1.74287 -1.10581 2.48383 0.01 0.17 -0.15 -0.167
C -1.28092 0.18176 2.30492 0.00 -0.11 0.00 -0.042
C -1.38835 0.81615 1.06139 0.17 0.05 -0.07 -0.686
S -0.71401 2.45037 0.93096 0.07 0.14 -0.10 0.581
C -1.60686 -1.73352 3.76262 -0.02 -0.09 0.06 -0.162
N -1.47798 -2.24221 4.78273 0.03 -0.02 0.09 0.209
H -2.81153 -1.73645 -0.67384 -0.02 0.00 -0.01 0.129
H -0.82139 0.70511 3.13173 -0.01 0.01 0.01 0.128
C 3.93978 -2.58557 -0.87009 -0.28 0.15 0.08 -0.214
Si 2.34116 -2.21430 0.02208 0.04 -0.23 0.09 0.271
C 2.55010 -1.92871 1.85494 -0.07 0.09 -0.24 -0.203
C 0.96291 -3.40543 -0.39530 0.11 0.23 0.01 -0.198
Se 1.65289 -0.11858 -0.85807 0.49 0.01 -0.17 0.322
H 4.31687 -3.55110 -0.52799 0.00 -0.04 0.03 0.045
H 4.70102 -1.83268 -0.66720 -0.01 0.02 0.03 0.038
H 3.79283 -2.64483 -1.94863 -0.03 0.00 0.00 0.038
H 2.99039 -2.81775 2.30950 0.01 -0.06 0.01 0.047
H 1.59118 -1.74281 2.34148 -0.01 -0.01 -0.02 0.023
H 3.20831 -1.08404 2.06132 0.02 -0.02 -0.03 0.039
H 1.32446 -4.42831 -0.27548 0.02 -0.04 0.04 0.047
H 0.62334 -3.29105 -1.42560 0.05 0.01 0.00 0.039
H 0.10476 -3.27332 0.26556 0.02 0.02 0.01 0.018
I -3.15133 6.00752 -3.99838 0.08 -0.04 0.05 0.964
C -1.57137 5.25932 -2.91276 -0.04 -0.13 -0.19 -0.747
C -0.80511 5.91203 -1.97264 0.05 0.17 0.11 -0.095
N 0.11030 5.05030 -1.52199 0.16 -0.29 0.06 0.016
N -0.00642 3.84378 -2.12613 0.50 -0.04 0.37 -0.152
C -1.02397 3.97757 -2.97297 -0.43 0.01 -0.46 -0.211
H -0.84953 6.92229 -1.60368 -0.01 0.04 0.00 0.141
H 0.82919 5.21396 -0.83422 -0.03 0.00 -0.03 0.175
H -1.32212 3.15555 -3.60956 -0.05 0.05 0.03 0.114
```
Positions in Å, forces in eV/Å.

HOMO level	-12.09	eV
2S+1	1
Kohn-Sham gap	7.6880	eV
energy	-4592.82720	hartree
total charge	+1
LUMO energy	-0.16174	Eh

---

No. 4
ORCA calculation (ωB97M-V/def2-TZVPD) on a cluster of 8 separate species, C12H28Cl12N2O3 in total at a distorted geometry.

Structure (XYZ):
```
57
Properties=species:S:1:pos:R:3:forces:R:3:lowdin_charge:R:1
N -27.28793 -6.66152 -19.52780 0.18 -0.04 -0.65 0.134
H -27.75942 -7.15715 -18.78473 -0.59 -0.75 1.20 0.035
H -26.30658 -6.90008 -19.51553 0.29 0.12 0.37 -0.070
H -27.44962 -5.66740 -19.45242 0.27 0.29 0.20 -0.056
H -27.62625 -6.96903 -20.42840 -0.27 0.04 -0.21 -0.060
N -28.81474 -8.69240 -16.57491 -1.30 -0.85 3.46 -0.669
O -28.09206 -9.24696 -15.72481 0.85 -0.03 -0.42 -0.065
O -28.40332 -8.22294 -17.59796 3.00 1.35 -4.06 -0.094
O -29.99902 -8.55622 -16.35491 -2.41 -0.14 0.77 -0.031
Cl -25.21623 -6.51595 -17.31005 -0.05 0.27 0.07 0.579
C -25.35770 -6.89349 -15.58311 0.39 -0.04 0.54 -0.610
C -24.32966 -7.97393 -15.24579 -0.51 0.15 0.64 -0.640
Cl -24.70478 -9.55518 -15.99950 0.17 0.34 0.07 0.566
H -26.38095 -7.11531 -15.28003 -0.01 -0.70 -0.62 0.073
H -25.16199 -5.97305 -15.03303 0.56 0.02 -0.10 0.072
H -24.34683 -8.11635 -14.16527 -0.12 -0.18 0.00 0.071
H -23.30525 -7.69572 -15.49336 -0.23 0.08 -0.33 0.064
Cl -22.31998 -9.61266 -22.14036 0.41 0.19 -0.57 0.563
C -23.18273 -10.37833 -20.81391 0.03 -0.16 0.48 -0.669
C -23.42258 -9.38030 -19.69608 0.34 -1.00 0.79 -0.667
Cl -24.64283 -8.25697 -20.15445 -0.81 1.16 -0.93 0.621
H -22.59541 -11.22300 -20.45378 0.08 0.12 0.00 0.077
H -24.10698 -10.76736 -21.24113 -0.07 0.11 0.31 0.056
H -22.54776 -8.80661 -19.39003 0.13 -0.29 -0.26 0.080
H -23.83465 -9.86481 -18.81090 0.24 -0.25 -0.01 0.042
Cl -27.91645 -4.33279 -17.24903 -1.11 0.54 0.03 0.547
C -29.49982 -3.42146 -17.44561 0.29 -0.02 0.36 -0.596
C -30.64985 -4.16629 -16.82116 -0.60 -0.82 0.00 -0.635
Cl -31.17858 -5.43620 -17.95553 -0.03 -0.40 -0.17 0.564
H -29.69421 -3.31839 -18.51317 0.22 0.06 0.09 0.030
H -29.36826 -2.43782 -16.99477 0.16 -0.11 0.04 0.072
H -31.56493 -3.59573 -16.66242 0.41 0.56 -0.06 0.069
H -30.43764 -4.68309 -15.88522 0.37 0.21 -0.08 0.073
Cl -27.67122 -9.05015 -21.37182 -0.48 -0.81 -0.29 0.591
C -27.22309 -10.09768 -22.75953 -0.09 0.47 -0.46 -0.601
C -28.24555 -10.05227 -23.90822 0.19 -0.51 1.33 -0.638
Cl -28.42506 -8.43005 -24.61384 0.13 -0.33 -0.17 0.575
H -27.14717 -11.12066 -22.39095 -0.07 0.10 0.05 0.077
H -26.24004 -9.74703 -23.07380 -0.07 -0.07 -0.10 0.065
H -29.21359 -10.36150 -23.51405 -0.05 0.23 -0.07 0.070
H -27.95172 -10.82360 -24.62013 0.10 0.47 -0.43 0.080
Cl -26.33831 -6.10099 -22.44650 0.69 -0.42 0.34 0.592
C -27.51713 -5.09514 -23.25643 -1.35 0.28 0.14 -0.618
C -28.96378 -5.29471 -22.65235 1.02 -0.23 -2.14 -0.640
Cl -29.00870 -4.79548 -21.00946 -0.45 0.67 1.35 0.682
H -27.43552 -5.38715 -24.30342 -0.46 0.21 0.02 0.061
H -27.17030 -4.07156 -23.11467 -0.22 0.03 -0.16 0.043
H -29.27977 -6.33275 -22.75588 0.21 -0.04 0.24 0.039
H -29.72719 -4.69632 -23.14959 0.36 0.09 -0.35 0.072
Cl -25.41002 -1.57154 -22.07566 0.04 -0.01 -0.25 0.557
C -26.66632 -1.62941 -20.82717 0.14 0.00 0.37 -0.662
C -26.10101 -2.03781 -19.47302 -0.73 0.32 0.09 -0.645
Cl -25.57800 -3.73002 -19.35310 0.30 0.18 -0.43 0.542
H -27.47090 -2.27959 -21.17068 0.24 -0.26 0.15 0.031
H -27.11747 -0.64176 -20.73172 0.27 0.13 -0.01 0.076
H -26.92276 -1.88370 -18.77368 -0.01 -0.31 0.24 0.052
H -25.28033 -1.41779 -19.11222 0.02 -0.02 -0.43 0.075
```
Positions in Å, forces in eV/Å.

HOMO level	-7.26	eV
2S+1	1
Kohn-Sham gap	7.4789	eV
energy	-6331.42391	hartree
total charge	0
LUMO energy	0.00818	Eh